# 1
Computed, not measured: a cluster of 2 separate species, C4H13N3O in total at a distorted geometry, with ωB97M-V with the def2-TZVPD basis set.

```
! wB97M-V def2-TZVPD RIJCOSX def2/J DEFGRID3
* xyz 0 1
O -0.8929 0.7949 -0.2081
N 1.9688 -1.6977 -2.9935
N -0.2184 2.6613 2.8845
N -0.9554 -2.0229 -0.5715
C 0.1050 1.7773 1.7578
C 0.2361 -2.2755 -1.3204
C -1.1271 1.6280 0.9169
C 0.8651 -1.4009 -2.1469
H -1.4492 2.6447 0.5014
H 2.3119 -0.8436 -3.3962
H -1.3129 -2.8576 -0.0612
H -2.0056 1.1989 1.5187
H -0.6272 2.1652 3.6927
H -0.8949 -0.1201 0.0791
H 2.6868 -2.2001 -2.4976
H -1.7197 -1.7330 -1.1787
H 0.6414 3.0326 3.2541
H 0.8884 2.2199 1.0927
H 0.4272 0.7553 2.0550
H 0.6238 -3.2815 -1.1290
H 0.4489 -0.4450 -2.2499
*
```

Summary:
- frontier orbital gap (eV) = 8.62
- structure (SMILES) = N/C=C/N.NCCO
- HOMO level (eV) = -7.611

natural (NBO) atomic charge list, values in e, 6 entries: -0.76, -0.81, -0.84, -0.86, -0.25, -0.10

# 2
Computed, not measured: a structure of composition C6H14NO3 at a distorted geometry, with ωB97M-V with the def2-TZVPD basis set.

```
! wB97M-V def2-TZVPD RIJCOSX def2/J DEFGRID3
* xyz -1 1
O -0.7213 -0.1830 -1.4236
O 1.5705 -0.1988 1.5053
O -2.0996 -1.6708 -0.0649
N -1.0034 -1.2311 0.7360
C 1.9989 0.9320 -0.5800
C 1.7133 -1.5513 -0.5347
C 1.1469 -0.2457 0.1314
C -1.0025 1.2614 0.5141
C -2.4530 1.4709 0.0569
C -0.3884 -0.1162 -0.0492
H -2.5550 1.9725 -0.8831
H 1.8809 1.8304 0.0262
H -0.3480 -2.0224 0.7627
H -0.4644 2.1300 0.1896
H -3.0620 1.7451 0.9335
H 2.6144 -1.2145 -1.0792
H -1.7422 -1.1333 -1.1306
H 0.8584 -2.0384 -0.9565
H 0.9789 -0.5824 2.1512
H 3.0272 0.6256 -0.4128
H 1.8879 0.7694 -1.6101
H -1.0202 1.2206 1.5780
H 2.0717 -2.2711 0.2873
H -2.8890 0.5011 -0.1476
*
```

Summary:
- frontier orbital gap (eV) = 7.40
- HOMO level (eV) = -3.654

natural (NBO) atomic charge list, values in e, 6 entries: -0.90, -0.78, -0.70, -0.41, -0.63, -0.66

# 3
Computed, not measured: a structure of composition C21H21N3O5 at a distorted geometry, with ωB97M-V with the def2-TZVPD basis set.

```
! wB97M-V def2-TZVPD RIJCOSX def2/J DEFGRID3
* xyz 0 1
O 0.6876 -2.7809 -4.2485
O 1.7163 2.0950 1.5111
O -2.5994 -4.0670 -4.9069
O -3.7704 -3.1935 -0.4660
O -0.6279 1.5733 -0.1540
N 0.6487 -1.7873 -3.5108
N -1.8732 -2.9109 -3.1509
N -2.8842 -2.6369 -0.9408
C 1.7634 1.2894 0.4832
C -2.9740 -3.1615 -2.1215
C -4.6919 -3.8688 -1.2429
C 0.3117 0.1781 -1.2248
C 2.8450 0.5300 0.0963
C 3.2274 4.6044 3.3963
C -3.8632 -4.2521 -2.2197
C -5.6396 -4.6159 -0.5588
C 3.1485 2.3474 2.1789
C 1.4635 -1.6131 -2.5888
C 2.7470 3.5268 3.2361
C -0.5784 -2.9109 -5.0803
C 1.3887 4.1284 5.2472
C 2.8371 -0.5451 -0.6635
C 3.2210 5.4644 4.2572
C 2.0330 5.4273 5.1372
C -1.7147 -3.3644 -4.4671
C 1.4944 3.1396 4.2852
C 1.6288 -0.6596 -1.4935
C 0.4917 0.9760 -0.2221
C -0.9034 2.1257 1.2823
H 1.0285 2.2702 4.2206
H -6.5740 -4.0415 -0.1883
H -0.2660 -3.3771 -5.9678
H -6.0650 -5.3280 -1.2022
H 3.8921 2.6056 1.5627
H -0.7360 1.5643 1.9477
H -0.2046 3.1790 1.5255
H 3.7249 6.5000 4.3347
H 2.4212 -2.2498 -2.8711
H -2.0550 2.3708 1.1345
H 3.6853 -1.0943 -1.2014
H 0.5158 4.0098 5.6452
H 1.9737 6.0157 5.9747
H -5.5587 -5.1972 0.3657
H 3.3946 1.2984 2.8554
H 3.8302 0.7308 0.4662
H -0.5591 -0.1564 -1.7410
H 4.4397 4.6503 2.7543
H -0.9675 -1.9442 -5.5739
H -4.2087 -4.6210 -3.2205
H -1.2447 -2.2236 -2.6712
*
```

Summary:
- frontier orbital gap (eV) = 7.42
- HOMO level (eV) = -7.378

natural (NBO) atomic charge list, values in e, 6 entries: -0.31, -0.51, -0.60, -0.22, -0.50, -0.17

# 4
Computed, not measured: a cluster of 2 separate species, C2H2N2O3 in total at a distorted geometry, with ωB97M-V with the def2-TZVPD basis set.

```
! wB97M-V def2-TZVPD RIJCOSX def2/J DEFGRID3
* xyz 0 1
O 0.3753 1.7157 -0.7810
O -1.3472 -0.9386 0.4818
O -0.6668 1.4032 1.0365
N -0.2993 1.0739 -0.0538
N 2.7491 -1.2456 0.0430
C -0.5763 -0.2801 -0.4101
C 1.6645 -0.8838 -0.0625
H -1.1596 -0.2623 1.1546
H -0.7398 -0.5823 -1.4086
*
```

Summary:
- frontier orbital gap (spin up / spin down) (eV) = 8.56 / 8.56
- HOMO level (spin up / spin down) (eV) = -11.442 / -11.443

natural (NBO) atomic charge list, values in e, 6 entries: -0.27, -0.57, -0.36, 0.46, -0.44, 0.38

# 5
Computed, not measured: an isolated molecule of C4H4O2S at a distorted geometry, with ωB97M-V with the def2-TZVPD basis set.

```
! wB97M-V def2-TZVPD RIJCOSX def2/J DEFGRID3
* xyz 0 1
S -0.1005 2.9376 -1.3068
O -1.4421 0.6996 -0.9712
O -1.1658 -1.6139 -0.2740
C 0.7034 0.7696 0.0875
C -0.3480 1.3670 -0.7406
C 0.7050 -0.4624 0.6649
C -0.1805 -1.5863 0.4656
H -1.3326 -0.3110 -0.7170
H 1.5098 -0.6551 1.3260
H 1.6096 1.3338 0.3285
H 0.0416 -2.4788 1.1372
*
```

Summary:
- frontier orbital gap (eV) = 6.84
- structure (SMILES) = O=C/C=C\C(O)=S
- HOMO level (eV) = -8.745

natural (NBO) atomic charge list, values in e, 6 entries: -0.08, -0.64, -0.53, -0.12, 0.19, -0.35

# 6
Computed, not measured: a cluster of 2 separate species, C5H11O2 in total at a distorted geometry, with ωB97M-V with the def2-TZVPD basis set.

```
! wB97M-V def2-TZVPD RIJCOSX def2/J DEFGRID3
* xyz 0 2
O 3.0496 2.0859 1.9068
O 2.2412 0.4744 3.1753
C -1.9321 0.7316 -0.9573
C 2.4298 1.0453 2.0706
C 1.8650 0.5061 0.8026
C -1.0024 -1.6143 -0.3225
C -0.9733 -0.4297 -1.3821
H -0.8791 -1.2353 0.7547
H 1.6200 1.3996 0.2127
H -2.9686 0.3199 -0.7899
H -2.0096 1.4430 -1.6599
H 0.0490 -0.0513 -1.6475
H 0.8903 -0.1922 0.8499
H -1.5443 1.0944 0.0204
H -0.2822 -2.3012 -0.6579
H 2.5606 -0.1939 0.3188
H -1.8416 -2.2393 -0.3560
H -1.2723 -0.8430 -2.3385
*
```

Summary:
- frontier orbital gap (spin up / spin down) (eV) = 11.75 / 7.13
- HOMO level (spin up / spin down) (eV) = -10.974 / -10.522

natural (NBO) atomic charge list, values in e, 6 entries: -0.55, -0.17, -0.60, 0.70, -0.74, -0.62

# 7
Computed, not measured: a cluster of 2 separate species, C8H11ClN2 in total at a distorted geometry, with ωB97M-V with the def2-TZVPD basis set.

```
! wB97M-V def2-TZVPD RIJCOSX def2/J DEFGRID3
* xyz 0 1
Cl 1.7290 2.3486 -0.1030
N 3.9270 1.0315 0.7221
N 2.4888 -3.1355 -0.0474
C 0.1798 0.3584 1.6070
C 3.6453 0.1160 0.0513
C -0.2841 -1.1365 -0.3146
C 2.7786 -2.0831 -0.3996
C 0.7720 1.0544 -0.7145
C -0.1844 0.3142 0.1966
C 3.2079 -0.8061 -0.8080
C -1.4233 1.2113 0.0797
H -1.6957 1.3163 -0.9607
H -1.1208 2.1223 0.4162
H 0.6878 1.2662 1.9513
H 0.1379 -1.8351 0.3449
H -0.6833 0.0742 2.1648
H 0.8060 -0.4766 1.8785
H -2.1458 0.5831 0.5160
H 3.1741 -0.8383 -1.9686
H -1.2271 -1.4505 -0.5206
H 0.5571 0.8068 -1.6975
H 0.2228 -1.1145 -1.2238
*
```

Summary:
- frontier orbital gap (spin up / spin down) (eV) = 8.75 / 5.86
- HOMO level (spin up / spin down) (eV) = -9.291 / -8.145

natural (NBO) atomic charge list, values in e, 6 entries: 0.13, -0.29, -0.31, -0.62, 0.23, -0.59

# 8
Computed, not measured: a cluster of 2 separate species, C2H3F3S in total at a distorted geometry, with ωB97M-V with the def2-TZVPD basis set.

```
! wB97M-V def2-TZVPD RIJCOSX def2/J DEFGRID3
* xyz 0 1
S 1.2699 -0.5790 2.8303
F -4.5496 0.6563 -0.8960
F -1.1418 0.2644 -0.0989
F -3.1517 2.1103 -1.5964
C -2.4750 0.3666 -0.0662
C -3.2680 1.0077 -0.9000
H -2.9436 -0.4357 0.4570
H 1.1435 -0.6181 1.4819
H 2.5524 -0.9389 2.8194
*
```

Summary:
- frontier orbital gap (eV) = 10.40
- structure (SMILES) = FC=C(F)F.S
- HOMO level (eV) = -9.761

natural (NBO) atomic charge list, values in e, 6 entries: -0.29, -0.31, -0.31, -0.28, 0.05, 0.67

Listing relative energy (zero: lowest compared OMol25 entry of this formula, charge and spin) for the structures above in their given order: 221.26, 196.97, 2342.60, 653.71, 144.96, 103.70, 508.42, 228.63 kJ/mol.
Listing total energy for the structures above in their given order: -10875.3843, -14079.3734, -36803.4824, -11222.0298, -19141.4888, -9455.3734, -23971.7160, -21108.4787 eV.